Computed, not measured: a 3-piece molecular cluster, C19H37Br2FN4O4PS overall in a non-equilibrium geometry, with wB97M-V/def2-TZVPD.

Last columns: bonded neighbours and bond lengths (Å).
CARTESIAN COORDINATES (ANGSTROEM)
1 C 1.68 5.12 2.05  N2 1.481, H23 1.089, H24 1.091, H25 1.091
2 N 0.61 4.34 1.39  C1 1.481, C3 1.472, H26 1.013
3 C 0.90 3.96 0.00  N2 1.472, C4 1.546, H27 1.088, H28 1.096
4 C 0.68 2.44 -0.20  C3 1.546, P5 1.883, N7 1.521, C17 1.590
5 P 1.06 2.07 -2.01  C4 1.883, S6 1.927, H29 1.405, H30 1.420
6 S 0.79 3.50 -3.27  P5 1.927
7 N 1.77 1.78 0.62  C4 1.521, C8 1.490, H31 1.028, H32 1.023
8 C 1.40 0.40 1.06  N7 1.490, C9 1.534, C15 1.521, H33 1.094
9 C 2.62 -0.32 1.65  C8 1.534, O10 1.183, N11 1.449
10 O 2.64 -0.72 2.76  C9 1.183
11 N 3.77 -0.51 0.79  C9 1.449, C12 1.396, H34 1.018
12 C 4.71 0.52 0.94  N11 1.396, O13 1.191, F14 1.314
13 O 4.55 1.49 1.60  C12 1.191
14 F 5.78 0.30 0.21  C12 1.314
15 C 0.33 0.58 2.12  C8 1.521, N16 1.458, H35 1.088, H36 1.092
16 N -0.66 1.58 1.76  C15 1.458, C17 1.454, H37 1.010
17 C -0.74 2.01 0.37  C4 1.590, N16 1.454, C18 1.555, H38 1.088
18 C -1.56 1.01 -0.50  C17 1.555, Br19 1.941, C20 1.586, H39 1.089
19 Br -2.16 2.06 -2.02  C18 1.941
20 C -2.71 0.34 0.37  C18 1.586, C21 1.527, Br22 1.983, H40 1.083
21 C -2.22 -0.92 1.07  C20 1.527, H41 1.085, H42 1.090, H43 1.087
22 Br -4.28 -0.24 -0.70  C20 1.983
23 H 2.67 4.74 1.77  C1 1.089
24 H 1.59 4.99 3.13  C1 1.091
25 H 1.60 6.18 1.85  C1 1.091
26 H -0.21 4.93 1.37  N2 1.013
27 H 0.31 4.50 -0.73  C3 1.088
28 H 1.96 4.17 -0.19  C3 1.096
29 H 0.49 0.83 -2.35  P5 1.405
30 H 2.45 1.78 -1.91  P5 1.420
31 H 1.98 2.35 1.46  N7 1.028
32 H 2.63 1.76 0.06  N7 1.023
33 H 1.08 -0.17 0.19  C8 1.094
34 H 3.56 -0.68 -0.19  N11 1.018
35 H -0.08 -0.40 2.35  C15 1.088
36 H 0.84 0.91 3.03  C15 1.092
37 H -0.59 2.39 2.35  N16 1.010
38 H -1.32 2.92 0.36  C17 1.088
39 H -0.95 0.18 -0.86  C18 1.089
40 H -3.12 1.07 1.06  C20 1.083
41 H -3.04 -1.63 1.18  C21 1.085
42 H -1.43 -1.43 0.51  C21 1.090
43 H -1.91 -0.70 2.09  C21 1.087
44 C -0.28 -1.55 -5.69  C45 1.526, C48 1.522, H49 1.088, H50 1.093
45 C -0.75 -0.22 -6.28  C44 1.526, C46 1.521, H51 1.092, H52 1.088
46 C -0.16 0.78 -5.31  C45 1.521, O47 1.438, H53 1.097, H54 1.088
47 O 1.06 0.20 -4.82  C46 1.438, C48 1.434
48 C 1.11 -1.19 -5.20  C44 1.522, O47 1.434, H55 1.094, H56 1.092
49 H -0.27 -2.37 -6.41  C44 1.088
50 H -0.92 -1.84 -4.85  C44 1.093
51 H -0.33 -0.08 -7.28  C45 1.092
52 H -1.84 -0.14 -6.36  C45 1.088
53 H -0.82 0.96 -4.46  C46 1.097
54 H 0.07 1.74 -5.77  C46 1.088
55 H 1.86 -1.30 -5.99  C48 1.094
56 H 1.43 -1.78 -4.34  C48 1.092
57 C -1.52 -5.67 3.80  C58 1.527, C61 1.522, H62 1.088, H63 1.092
58 C -2.93 -5.19 4.15  C57 1.527, C59 1.522, H64 1.092, H65 1.088
59 C -2.85 -3.72 3.79  C58 1.522, O60 1.433, H66 1.095, H67 1.091
60 O -1.92 -3.61 2.71  C59 1.433, C61 1.433
61 C -1.22 -4.85 2.56  C57 1.522, O60 1.433, H68 1.095, H69 1.091
62 H -1.46 -6.75 3.63  C57 1.088
63 H -0.83 -5.42 4.60  C57 1.092
64 H -3.67 -5.69 3.52  C58 1.092
65 H -3.21 -5.36 5.19  C58 1.088
66 H -2.47 -3.13 4.64  C59 1.095
67 H -3.81 -3.30 3.48  C59 1.091
68 H -1.58 -5.35 1.65  C61 1.095
69 H -0.15 -4.65 2.43  C61 1.091

Net charge: +1
Kohn-Sham gap (eV): 8.4